# 1
A structure of composition C24H33N3O5 at a distorted geometry, computed with ωB97M-V/def2-TZVPD.

The value obtained for the HOMO-LUMO gap is 8.166 eV. The calculation puts the total energy at -40108.889 eV. The value obtained for the HOMO energy is -8.27 eV. As for the largest force on an atom: 0.319 Eh/bohr. As for the charge: 0.

Geometry (Å):
C: 0.7921 0.1661 -2.9175
C: 0.9471 0.2983 -1.4911
H: 1.6322 1.2090 -1.2334
H: 1.2025 -0.6621 -1.0640
O: -0.5013 0.4217 -1.2045
C: -0.8025 1.2158 0.1396
C: -1.9734 1.9865 0.2303
C: -2.2937 2.8725 1.0368
C: -1.5705 2.8328 2.2248
C: -0.3578 1.9593 2.3569
C: -0.0596 1.4394 1.2908
N: 1.0339 0.5002 1.3320
C: 1.1040 -1.1323 1.3390
O: 2.1157 -1.5474 1.6214
C: -0.2349 -1.6154 1.1804
C: -0.5375 -2.9423 1.1000
C: -1.8310 -3.2232 1.0249
C: -2.4212 -1.8942 1.3992
O: -1.2904 -0.8535 1.4626
C: -3.8170 -1.3099 1.5682
N: -4.1903 -0.4990 0.2433
C: -5.5413 0.2538 0.6947
C: -5.6912 1.2297 -0.5679
H: -6.7340 1.6253 -0.3558
O: -5.6832 0.6114 -2.1010
C: -4.3679 -0.1940 -2.0687
C: -4.1440 -1.3897 -0.9347
H: -3.1357 -1.4905 -1.1277
H: -4.9976 -2.0409 -0.8249
H: -4.5006 -0.7752 -2.9436
H: -3.6229 0.6270 -2.1606
H: -4.9439 1.8721 -0.7474
H: -5.3554 0.7643 1.4932
H: -6.2696 -0.7030 0.5761
H: -3.9031 -0.8248 2.3665
H: -4.4181 -2.0273 1.5706
H: -2.3913 -3.9447 0.5777
H: 0.2728 -3.6311 1.0214
C: 2.3865 1.0881 1.7803
H: 2.7503 0.6351 2.6936
H: 2.2840 2.0012 2.2044
C: 3.2527 1.1421 0.8153
O: 3.4210 2.0224 -0.0817
N: 4.0198 -0.2164 0.4699
H: 3.6112 -0.8075 0.9015
C: 5.2402 -0.4206 -0.5835
C: 6.2912 0.5659 -0.4123
H: 5.9450 1.5251 -0.5875
H: 6.6772 0.7327 0.4347
H: 6.8508 0.5364 -1.1408
C: 5.6426 -1.7106 -0.3327
H: 4.8341 -2.4444 -0.3821
H: 6.5592 -1.9694 -1.1166
H: 6.1312 -1.8835 0.8041
C: 4.5738 -0.3682 -1.8506
H: 5.2489 -0.4142 -2.5153
H: 4.0234 0.6290 -2.2124
H: 3.5781 -1.0285 -1.9941
H: 0.2105 2.0352 3.2977
H: -1.6582 3.3712 3.4780
H: -3.0928 3.3972 1.0202
H: -2.3976 2.1333 -0.7637
H: 0.0967 -0.6189 -3.3401
H: 0.2500 1.0647 -3.3445
H: 1.7509 -0.1824 -3.3494

Cartesian forces, eV/Å:
C -0.366 -0.701 -4.169
C -1.433 0.802 0.879
H -1.485 -1.803 -0.027
H 0.893 0.144 0.360
O -0.256 3.196 5.802
C -1.642 1.398 -1.961
C 2.991 -6.075 -11.098
C 2.911 2.083 9.424
C 3.091 0.112 6.250
C -6.475 8.721 7.721
C 5.424 -9.651 -9.167
N 3.791 -1.917 0.772
C -5.869 8.497 -0.210
O 5.061 -4.022 1.242
C 0.134 -1.761 1.087
C 4.796 -0.140 -1.206
C -4.120 7.209 2.393
C 2.144 -0.125 -0.952
O -3.753 -4.067 -0.162
C 6.557 1.580 -9.422
N 0.668 0.345 5.425
C 1.193 -6.698 -11.202
C -5.219 -3.606 -0.583
H 1.324 0.299 -1.196
O 1.640 -1.252 5.011
C -2.693 -0.054 -0.187
C -3.348 7.132 0.424
H 2.013 -1.928 -0.194
H 0.323 -1.276 -0.990
H 0.386 -0.133 -1.449
H 0.200 -1.347 0.515
H 2.574 2.700 0.469
H 0.699 2.638 5.111
H 0.627 2.876 1.102
H -0.554 4.704 6.389
H -5.205 -6.572 0.318
H -1.304 -2.336 -0.412
H 0.378 -0.522 -0.310
C -6.876 -3.001 6.312
H 0.254 -1.268 -0.059
H -1.156 3.456 0.564
C 9.561 -2.244 -13.126
O -0.728 -1.264 3.439
N 5.694 14.288 -5.620
H -5.297 -10.429 6.653
C -5.686 3.478 3.905
C -7.111 0.845 0.544
H -1.775 2.144 -0.437
H 3.389 -0.135 6.674
H 6.687 -1.178 -7.022
C 5.369 -6.411 2.380
H 0.268 -0.043 -0.373
H -2.379 0.224 1.933
H -1.155 0.667 -3.007
C -9.113 2.444 0.004
H 4.709 -1.412 -5.718
H 1.448 -1.347 1.654
H 2.925 0.574 0.437
H -0.298 -0.514 -0.804
H -0.682 -1.061 -4.547
H -5.209 3.747 -0.677
H -0.733 -0.770 -0.072
H 0.456 0.216 1.368
H 1.568 -0.513 0.185
H -0.227 1.058 -0.386

Here are the Löwdin charges for atoms 1 to 4, given in e: atom 1 (C): -0.1259, atom 2 (C): -0.2688, atom 3 (H): 0.1515, atom 4 (H): 0.0980

# 2
A cluster of 6 separate species, C24H33N5O2S in total at a distorted geometry, computed with ωB97M-V/def2-TZVPD.

The value obtained for the HOMO-LUMO gap is 8.431 eV. The calculation puts the total energy at -47801.134 eV. The value obtained for the HOMO energy is -7.94 eV. As for the largest force on an atom: 0.047 Eh/bohr. As for the charge: 0.

Geometry (Å):
O: 26.7640 22.1147 16.0733
S: 27.6353 22.8037 15.1310
O: 28.5111 22.0842 14.2378
C: 26.6600 23.9645 14.1849
C: 27.0983 25.3799 14.5794
C: 28.4596 25.3032 15.2875
C: 28.5437 23.9916 16.1089
H: 25.5910 23.7803 14.1863
H: 27.0334 23.8525 13.1637
H: 26.9247 26.0416 13.7342
H: 26.4068 25.7367 15.3552
H: 28.6911 26.1383 15.9437
H: 29.2609 25.2596 14.5394
H: 27.8494 24.1885 16.9352
H: 29.4616 23.6554 16.5731
C: 31.9366 25.2525 16.5014
C: 32.1693 24.0686 15.7698
C: 32.4692 24.5316 14.5078
N: 32.3144 25.8768 14.4381
C: 31.9835 26.3678 15.6970
H: 31.8447 25.2906 17.5782
H: 32.1231 23.0665 16.1536
H: 32.8054 24.0396 13.6044
H: 32.5094 26.3169 13.5600
H: 31.8133 27.4273 15.7650
C: 28.1897 20.7941 19.3032
C: 28.2334 19.9635 18.1331
C: 29.2123 19.0480 18.2898
N: 29.7494 19.2150 19.5483
C: 29.2061 20.3371 20.1201
H: 27.6091 21.6995 19.3543
H: 27.6481 20.2062 17.2611
H: 29.5666 18.2753 17.6269
H: 30.5057 18.6876 19.9355
H: 29.6153 20.6040 21.0831
C: 27.6941 26.9172 20.3179
C: 28.7906 26.8749 19.4795
C: 29.8714 26.3323 20.1995
N: 29.3697 26.0883 21.4378
C: 28.0695 26.4525 21.5772
H: 26.6974 27.2429 20.0916
H: 28.8413 27.2600 18.4727
H: 30.8599 25.9726 19.9803
H: 29.9088 25.6700 22.1774
H: 27.4765 26.2252 22.4436
C: 24.7468 24.1215 11.1552
C: 24.3888 25.4422 11.6073
C: 25.3257 26.2660 11.0516
N: 26.2161 25.5458 10.2971
C: 25.8306 24.2221 10.3476
H: 24.3299 23.1987 11.5270
H: 23.5528 25.7230 12.2219
H: 25.5059 27.3063 11.2798
H: 27.0060 25.9584 9.8446
H: 26.4261 23.4495 9.8908
C: 24.6238 25.7832 19.1743
C: 24.5819 24.4138 19.4517
C: 24.6184 23.7601 18.2209
N: 24.5495 24.7345 17.2492
C: 24.5598 25.9803 17.8150
H: 24.7028 26.6240 19.8439
H: 24.6892 23.8260 20.3472
H: 24.6389 22.6950 18.0711
H: 24.4468 24.4547 16.2914
H: 24.5766 26.8241 17.1478

Cartesian forces, eV/Å:
O 0.217 -0.206 -0.809
S -0.235 -0.343 1.337
O -0.237 -0.007 0.125
C 1.043 0.567 -1.221
C -1.237 -0.214 1.903
C 1.749 -0.536 -1.007
C -1.953 1.389 0.159
H 0.042 -0.199 0.289
H -0.290 -0.448 -0.028
H 0.725 0.144 -0.032
H -0.079 0.013 -0.106
H -0.237 0.159 -0.097
H 0.031 0.182 0.013
H 0.013 -0.399 0.135
H 0.348 -0.055 -0.664
C -0.382 0.776 1.413
C 0.491 1.100 -0.672
C -0.131 -0.980 -0.703
N 0.104 -0.555 0.570
C 0.409 -0.656 -1.448
H -0.403 0.038 -0.071
H 0.229 -0.103 -0.131
H -0.222 -0.280 0.206
H -0.146 0.706 0.223
H 0.016 -0.036 0.632
C 1.155 -0.318 -0.387
C -0.628 1.289 0.000
C 0.312 -0.903 0.349
N -0.044 0.542 -0.757
C -0.382 -0.439 0.422
H -0.061 -0.036 0.391
H 0.012 -0.399 -0.099
H -0.043 -0.019 0.071
H 0.102 -0.051 0.007
H -0.398 0.365 0.001
C -0.956 0.142 1.642
C 1.997 -0.259 -0.566
C -1.603 0.263 -0.207
N 0.657 -0.524 1.223
C -0.141 -0.044 -1.649
H 0.032 0.149 -0.198
H -0.026 -0.200 -0.049
H 0.096 0.352 -0.322
H -0.022 0.012 -0.058
H 0.137 0.124 0.166
C -0.663 0.179 0.711
C 0.687 -0.831 -0.677
C 0.241 0.804 0.516
N -0.981 -0.139 0.556
C 0.927 0.076 -0.103
H -0.206 -0.033 -0.350
H 0.047 0.041 0.114
H -0.115 0.054 -0.391
H 0.138 -0.196 -0.219
H -0.059 0.033 -0.103
C -0.302 1.610 0.033
C 0.844 -1.479 -1.277
C -0.655 1.202 1.078
N 0.216 -1.690 0.179
C 0.106 -0.879 -0.339
H -0.177 -0.208 0.281
H -0.116 0.495 0.387
H 0.003 0.071 -0.549
H 0.075 0.484 -0.203
H -0.072 0.303 0.360

Here are the Löwdin charges for atoms 1 to 4, given in e: atom 1 (O): -0.3547, atom 2 (S): 0.6732, atom 3 (O): -0.3165, atom 4 (C): -0.2314

# 3
A structure of composition C24H33NO3Pd at a distorted geometry, computed with ωB97M-V/def2-TZVPD.

The value obtained for the HOMO-LUMO gap (alpha / beta) is 2.840 / 5.446 eV. As for the spin multiplicity: 4. The calculation puts the total energy at -36527.517 eV. The value obtained for the HOMO energy (alpha / beta) is -0.58 / -3.19 eV. As for the largest force on an atom: 0.057 Eh/bohr. As for the charge: -1.

Geometry (Å):
O: 0.1197 3.0633 -2.8997
C: 0.9558 2.6834 -4.0403
C: 0.8960 3.9650 -4.8200
H: 0.5546 1.8665 -4.6687
H: 1.9564 2.4432 -3.6656
C: 0.0529 4.3685 -3.5787
H: 0.3720 3.8511 -5.7729
H: 1.8896 4.4047 -4.9199
C: -1.3980 4.7098 -3.8952
H: -1.8705 3.8653 -4.4165
H: -1.4746 5.6475 -4.4711
H: -1.9346 4.8406 -2.9535
C: 0.7488 5.4159 -2.7094
H: 1.7550 5.0507 -2.4445
H: 0.1983 5.5161 -1.7627
H: 0.7757 6.3857 -3.2379
Pd: 0.0703 -0.8355 2.0766
C: 1.5638 -0.9007 3.8676
C: 1.9716 -1.9111 2.9362
C: 2.2810 -1.2659 1.6884
H: 2.0755 -2.9785 3.1310
C: 2.0943 0.1602 1.8778
C: 1.6809 0.3711 3.2252
H: 1.5126 1.3430 3.6737
H: 1.2478 -1.0999 4.8874
H: 2.5945 -1.7673 0.7637
H: 2.2688 0.9090 1.1132
C: -1.6957 -1.2781 3.5772
C: -1.3040 0.1000 3.6819
C: -1.5688 0.7354 2.4302
H: -0.9200 0.5906 4.5712
C: -2.1282 -0.2527 1.5425
C: -2.2354 -1.4866 2.2645
H: -2.7078 -2.3945 1.8921
H: -1.6466 -2.0242 4.3702
H: -1.4414 1.7927 2.2032
H: -2.4676 -0.0813 0.5222
O: -0.8240 0.2489 -1.7610
C: -0.0553 1.1598 -0.8895
C: 1.4232 1.1534 -1.4176
H: -0.0121 0.6786 0.1490
H: -0.5166 2.1272 -0.8631
C: 1.2884 0.2034 -2.6345
H: 2.0368 0.5945 -0.6578
H: 1.8529 2.1360 -1.6097
C: 0.2653 -0.7373 -2.0402
H: 2.2584 -0.1551 -3.0029
H: 0.7990 0.7215 -3.4873
H: 0.7070 -1.1685 -1.1012
H: -0.1654 -1.4802 -2.7273
O: 0.0793 -3.0225 1.0156
N: -0.5030 -4.0572 1.6221
C: -0.4896 -4.2471 2.9763
C: -1.1174 -5.3434 3.5425
C: -1.7992 -6.2525 2.7477
C: -1.8790 -5.9950 1.3717
C: -1.1948 -4.9302 0.8175
H: 0.0287 -3.5329 3.6249
H: -1.0645 -5.4734 4.6192
H: -2.2646 -7.1332 3.1933
H: -2.4924 -6.6148 0.7181
H: -1.2039 -4.6830 -0.2451

Cartesian forces, eV/Å:
O 0.593 1.059 -2.685
C 0.585 -1.558 -0.414
C -0.249 -0.066 1.003
H 0.082 0.236 0.704
H -0.173 -0.200 -0.309
C -0.571 1.524 0.178
H 0.060 0.365 0.245
H -0.363 0.398 -0.111
C 0.125 -0.016 0.253
H 0.145 0.357 -0.049
H 0.026 -0.422 0.071
H -0.067 0.033 -0.001
C -0.300 -0.258 0.095
H -0.245 0.337 -0.268
H 0.081 0.114 -0.244
H 0.163 -0.368 0.312
Pd -0.336 0.513 0.951
C 1.167 -0.392 -0.329
C 0.823 0.622 -0.465
C 0.697 0.170 0.432
H -0.287 0.460 -0.143
C 0.586 -0.932 -0.070
C 0.599 -0.122 -0.068
H -0.218 -0.190 -0.063
H 0.031 0.178 -0.227
H -0.188 0.291 0.607
H 0.003 -0.033 0.487
C -0.816 0.351 -0.398
C -1.100 -0.075 -0.167
C -0.537 -0.364 -0.038
H 0.059 -0.174 -0.249
C -0.550 -0.261 0.450
C -0.459 0.681 0.178
H 0.448 0.206 0.116
H 0.054 0.274 -0.344
H 0.133 -0.351 0.041
H 0.167 -0.054 0.317
O 2.371 -0.443 1.161
C 0.404 -1.580 0.910
C -0.239 -1.063 0.338
H -0.394 0.876 -1.372
H -0.275 0.302 -0.073
C 0.018 0.888 -0.378
H -0.369 0.741 -0.899
H -0.091 -0.097 0.080
C -0.914 0.341 -0.249
H -0.205 -0.401 0.337
H 0.424 -0.994 1.045
H -0.989 -0.077 -0.652
H 0.260 0.102 0.423
O 0.387 -0.181 -0.233
N 0.127 0.300 -0.635
C -0.062 -0.672 1.614
C 0.933 1.306 -0.005
C -0.958 -1.399 0.305
C 0.464 0.695 -1.020
C -1.183 -1.170 -0.014
H -0.239 -0.218 -0.756
H 0.040 0.092 -0.072
H 0.027 0.264 -0.200
H 0.261 0.041 0.067
H 0.034 0.015 0.477

Here are the Löwdin charges for atoms 1 to 4, given in e: atom 1 (O): -0.0971, atom 2 (C): -0.2175, atom 3 (C): -0.0748, atom 4 (H): 0.1239